191
Properties=species:S:1:pos:R:3 method="wB97M-V/def2-TZVPD" s2=0.76 max_force_ev_per_a=7.54 energy_ev=-104262.4011 total_charge=+3 homo_ha="-0.4259 / -0.4259" spin_multiplicity=2 mol_weight_g_mol=1131.51
C 6.98547 -1.13315 0.80805
C 6.48243 -2.37262 1.62280
C 5.70209 -1.96918 2.98773
O 4.50628 -1.21226 2.66924
C 3.82194 -0.69915 3.83284
N 5.57333 -3.22544 0.70332
H 4.95868 -3.78961 1.27256
H 4.99130 -2.61245 0.15053
H 6.20120 -3.59455 0.00358
H 7.38912 -1.27371 -0.19465
H 7.74787 -0.62305 1.39680
H 6.20610 -0.38694 0.65358
H 7.26007 -3.10800 1.82919
H 6.35291 -1.42851 3.67492
H 5.40578 -2.87701 3.51323
H 3.68162 -1.47796 4.58242
H 2.91904 -0.13987 3.58774
H 4.53664 -0.04805 4.33621
C -3.93929 3.60236 7.42454
C -2.52453 3.70546 7.93033
C -1.48020 4.12986 6.93833
O -0.31726 4.89908 7.36504
C 0.19105 5.77436 6.32903
N -2.50619 4.71065 9.14679
H -1.90116 4.50620 9.92925
H -2.47939 5.66624 8.82087
H -3.41539 4.71459 9.58662
H -4.03115 2.55496 7.13715
H -4.08106 4.24031 6.55218
H -4.71619 3.81895 8.15776
H -2.19603 2.80187 8.44385
H -1.95096 4.73961 6.16717
H -1.05674 3.27074 6.41804
H -0.55981 6.50457 6.02720
H 0.68085 5.22830 5.52280
H 0.94187 6.39576 6.81712
C 6.23226 3.15531 1.33424
C 5.04413 2.33971 0.71603
C 3.88152 3.33707 0.28065
N 2.82107 2.67118 -0.57946
C 2.23707 1.31267 -0.02744
C 3.29179 2.41504 -2.01501
C 2.00430 2.75544 -2.84876
C 1.04437 3.50645 -2.05757
C 1.74865 3.76086 -0.67799
H 6.70764 4.00765 0.84882
H 7.15719 2.61687 1.54082
H 5.83715 3.71015 2.18520
H 4.74329 1.55011 1.40461
H 5.39032 1.83460 -0.18570
H 4.24618 4.23330 -0.22126
H 3.58952 3.54366 1.31029
H 2.98559 0.54055 -0.20539
H 1.31194 1.03709 -0.53368
H 2.13908 1.27431 1.05747
H 3.77018 1.43929 -2.09956
H 3.90991 3.23960 -2.37016
H 1.55447 1.79069 -3.08331
H 2.28001 3.27241 -3.76790
H 0.13789 2.94094 -1.84171
H 0.63555 4.42712 -2.47390
H 1.15506 3.60904 0.22351
H 2.15358 4.77028 -0.60578
C 2.18563 4.45559 18.60998
C 2.65231 3.18356 17.79633
C 1.68581 2.87088 16.55469
N 2.21726 1.71056 15.66093
C 3.40776 2.16823 14.82750
C 1.05215 1.17969 14.72611
C 1.37462 -0.32940 14.38664
C 2.31729 -0.77360 15.57612
C 2.50710 0.41761 16.43702
H 1.51186 4.34246 19.45930
H 1.54342 5.00592 17.92237
H 3.00307 5.15635 18.77972
H 2.94053 2.30273 18.37006
H 3.67293 3.33815 17.44628
H 1.44736 3.78614 16.01291
H 0.81736 2.40129 17.01662
H 3.91298 1.27218 14.46701
H 4.19727 2.62924 15.42099
H 3.10236 2.65556 13.90157
H 0.95069 1.80739 13.84079
H 0.15797 1.15464 15.34895
H 1.87987 -0.39925 13.42334
H 0.51328 -0.98198 14.24408
H 3.22626 -1.12142 15.08530
H 1.65417 -1.54596 15.96578
H 3.46950 0.45764 16.94720
H 1.68942 0.45106 17.15701
C 9.96941 8.29792 8.02095
C 10.44345 8.21296 6.49916
C 10.43014 6.76891 6.06050
N 10.13034 6.66278 4.51702
C 11.12311 7.41096 3.53452
C 8.68023 7.00193 4.12113
C 7.90151 5.76577 4.47745
C 8.80645 4.58728 4.05136
C 10.27798 5.09952 4.16432
H 9.57560 9.27463 8.30211
H 10.66609 8.08001 8.83043
H 9.22378 7.51757 8.17321
H 11.42187 8.67811 6.37909
H 9.71577 8.82227 5.96314
H 9.69666 6.18308 6.61449
H 11.41379 6.32733 6.22029
H 10.79178 8.44865 3.57357
H 11.03580 7.03076 2.51672
H 12.12260 7.31321 3.95826
H 8.62176 7.15531 3.04356
H 8.33924 7.92069 4.59831
H 6.95707 5.74607 3.93363
H 7.65978 5.63605 5.53236
H 8.56137 4.53029 2.99080
H 8.64862 3.60833 4.50397
H 10.82980 4.93320 3.23915
H 10.68508 4.64517 5.06762
C 5.72912 7.77804 7.67495
C 5.79890 8.61952 8.95832
C 4.46036 9.17504 9.47433
N 4.51930 10.06153 10.69577
C 4.95709 11.45730 10.27455
C 5.29671 9.59545 12.00283
C 4.36777 8.68079 12.71755
C 3.00461 9.00769 12.24015
C 3.16853 10.27493 11.35049
H 5.59346 6.70458 7.80681
H 6.39613 8.04688 6.85585
H 4.81677 8.12416 7.18924
H 6.42353 9.49005 8.75802
H 6.25070 7.98040 9.71694
H 3.85983 8.33503 9.82337
H 3.86019 9.77429 8.78964
H 5.97626 11.58363 9.90925
H 4.92228 12.15671 11.10984
H 4.23672 11.99866 9.66128
H 5.33057 10.48727 12.62862
H 6.31553 9.27721 11.78184
H 4.44970 8.82631 13.79468
H 4.49383 7.62740 12.46737
H 2.32494 9.03864 13.09174
H 2.59182 8.22141 11.60812
H 3.11672 11.16167 11.98224
H 2.45031 10.35416 10.53441
C 5.09214 3.08381 5.08101
C 4.95326 2.82931 6.58934
C 3.99494 3.89280 7.21953
N 3.41009 3.52048 8.56684
C 2.29396 2.46784 8.49968
C 2.77081 4.88738 9.09546
C 3.64835 5.37336 10.31358
C 4.05495 3.98277 10.88285
C 4.46856 3.16874 9.60658
H 4.15946 3.31510 4.56652
H 5.39233 2.09936 4.72206
H 5.89485 3.72907 4.72409
H 6.01162 2.73548 6.83260
H 4.44631 1.92237 6.91885
H 3.16400 4.10964 6.54825
H 4.56038 4.81167 7.37466
H 1.84206 2.20827 9.45703
H 2.64902 1.48165 8.20058
H 1.48355 2.75848 7.83120
H 1.77680 4.63613 9.46550
H 2.60740 5.63656 8.32078
H 3.20188 6.16070 10.92093
H 4.56421 5.86147 9.98034
H 3.24825 3.53072 11.45992
H 4.98575 4.07554 11.44241
H 4.60554 2.12262 9.88036
H 5.44254 3.51646 9.26227
N -0.97828 1.67983 11.55778
O -1.48812 2.71460 11.20588
O -1.67741 0.83606 12.14699
O 0.12060 1.38007 11.33085
N 1.20493 2.57913 4.05391
O 1.91484 2.97122 3.10334
O -0.06887 2.78044 4.08881
O 1.72230 1.91964 4.92342
N 2.79432 5.48017 14.49086
O 2.32471 5.06991 13.43961
O 2.02406 6.04406 15.27903
O 3.96055 5.42578 14.81508
N 8.43858 4.07337 8.14688
O 8.17017 3.50058 9.22880
O 9.34722 3.65244 7.38853
O 7.85443 5.14156 7.91933
N 4.57593 -1.20459 11.28984
O 3.87873 -1.61056 12.21490
O 5.78430 -1.32123 11.39550
O 4.06879 -0.72998 10.25726

=====

188
Properties=species:S:1:pos:R:3 method="wB97M-V/def2-TZVPD" max_force_ev_per_a=1.61 energy_ev=-117118.3469 smiles="CCOP(=O)(OCC)OCC.CCOP(=O)(OCC)OCC.CCN(CC)CC.CCN(CC)CC.CCN(CC)CC.CCN(CC)CC.COC(=O)OC.COC(=O)OC.COC(=O)OC.COC(=O)OC" homo_ha=-0.3075 mol_weight_g_mol=1129.40
C 20.34709 9.13889 15.49477
C 18.93902 8.61798 15.71533
O 18.25598 9.56227 16.57093
P 16.74230 9.30341 16.95550
O 16.05650 8.37616 16.05569
O 16.17968 10.75484 17.06273
C 14.90383 11.12922 16.51780
C 14.86005 11.10628 14.99321
O 16.75509 8.89483 18.47472
C 17.11296 7.55569 18.84930
C 18.20303 7.61116 19.89654
H 20.76105 8.70030 14.58621
H 20.27403 10.21715 15.36641
H 21.00841 8.88311 16.31891
H 18.37581 8.54968 14.78469
H 18.93932 7.61555 16.15004
H 14.12480 10.45357 16.88141
H 14.66716 12.10269 16.94374
H 14.08128 11.77883 14.64297
H 15.83390 11.38457 14.58316
H 14.70671 10.08012 14.66356
H 16.22728 7.01285 19.17854
H 17.45312 7.01194 17.96059
H 18.24603 6.68566 20.47004
H 19.17963 7.77150 19.43982
H 18.00435 8.45115 20.56143
C 18.89310 14.12845 22.91191
C 17.83734 14.22787 23.97997
O 16.66127 13.51995 23.56645
P 15.26149 14.27952 23.55626
O 15.22304 15.56149 24.24354
O 14.92328 14.41794 22.01391
C 15.07141 13.31637 21.12840
C 15.39976 13.87530 19.75452
O 14.27385 13.16878 24.06861
C 13.54737 13.31944 25.31920
C 14.30875 12.66509 26.45750
H 19.34027 13.13638 22.83344
H 18.47898 14.37573 21.93148
H 19.70578 14.83712 23.08725
H 18.18590 13.79645 24.92104
H 17.60725 15.27131 24.19355
H 15.85328 12.58809 21.36416
H 14.16514 12.70347 21.06897
H 15.64567 13.06053 19.07006
H 14.55608 14.43455 19.34663
H 16.25549 14.54655 19.81910
H 13.36032 14.37047 25.53135
H 12.59106 12.84275 25.11892
H 13.80508 12.97535 27.37942
H 14.32104 11.58137 26.39003
H 15.31255 13.08429 26.52221
C 6.10496 14.55441 20.31800
C 6.15733 14.23341 21.80663
N 5.33692 13.10616 22.27644
C 5.62220 11.83856 21.61440
C 7.05525 11.38425 21.80633
C 3.91487 13.41857 22.19095
C 3.03623 12.50187 23.05807
H 6.76579 15.39422 20.11371
H 5.10079 14.74909 19.93843
H 6.46912 13.68758 19.75770
H 7.19224 14.01583 22.09349
H 5.90122 15.08419 22.44255
H 4.98626 11.11975 22.14143
H 5.30858 11.82539 20.55657
H 7.75433 12.05008 21.30459
H 7.24162 11.30051 22.87509
H 7.15336 10.38868 21.36984
H 3.56685 13.39905 21.14276
H 3.73185 14.42704 22.56773
H 3.52980 12.37305 24.02404
H 2.84489 11.52175 22.62627
H 2.09249 13.01234 23.25079
C 11.63303 8.50917 21.49159
C 11.48285 8.34284 22.99450
N 11.34626 9.61088 23.70314
C 11.46577 9.44060 25.15446
C 10.25405 8.87163 25.89231
C 10.15042 10.31682 23.32339
C 10.05673 11.71526 23.92919
H 10.69402 8.76018 20.99536
H 11.89019 7.53260 21.06842
H 12.40662 9.23660 21.25422
H 10.63606 7.65864 23.19825
H 12.35560 7.81300 23.38346
H 12.30726 8.76012 25.31448
H 11.79631 10.38273 25.60334
H 9.35343 9.46935 25.76705
H 10.03349 7.86203 25.53877
H 10.50568 8.78975 26.95065
H 9.20652 9.76785 23.50504
H 10.13591 10.43591 22.23580
H 11.01721 12.22986 23.91406
H 9.60489 11.68498 24.91859
H 9.44802 12.29468 23.22954
C 11.71583 10.76173 18.31676
C 10.47818 11.47326 18.83215
N 10.51893 12.91885 18.66899
C 9.19063 13.48377 18.80904
C 9.15120 14.96913 18.55498
C 11.54514 13.54605 19.48368
C 11.33977 13.42460 20.99055
H 11.59818 9.67892 18.42036
H 12.60349 10.97520 18.92693
H 11.95071 11.02320 17.28663
H 9.65796 11.11245 18.19691
H 10.18850 11.09439 19.82843
H 8.53630 12.97204 18.09744
H 8.72592 13.26129 19.78541
H 9.81538 15.26914 17.74247
H 8.15376 15.31415 18.27819
H 9.41204 15.51624 19.46150
H 11.67684 14.59348 19.19458
H 12.51477 13.12052 19.19936
H 10.44115 14.01596 21.21725
H 12.11168 13.84650 21.63475
H 11.12246 12.40685 21.31606
C 3.06787 16.35888 13.89720
C 4.53735 15.94903 13.78466
N 5.40189 16.75715 14.63701
C 6.79587 16.69633 14.17176
C 7.47804 15.33204 14.23110
C 5.27291 16.34247 16.02510
C 6.03217 17.24864 16.99029
H 2.94290 17.43215 13.74174
H 2.72420 16.14787 14.90970
H 2.45671 15.84431 13.15800
H 4.59716 14.88120 14.05776
H 4.86732 16.05579 12.74947
H 7.36163 17.39800 14.78543
H 6.78410 17.07897 13.15137
H 6.97461 14.58801 13.61287
H 7.55620 14.97405 15.25726
H 8.49165 15.44089 13.83608
H 4.24064 16.33754 16.37195
H 5.62432 15.30188 16.14688
H 5.70810 17.02275 18.01477
H 7.11529 17.14448 16.99215
H 5.72463 18.28527 16.84344
C 10.83318 16.69573 21.74250
O 9.76295 16.16791 22.50209
C 10.02080 15.74849 23.74079
O 11.09160 15.70537 24.28192
O 8.85773 15.41535 24.29657
C 8.93396 15.02710 25.66264
H 11.14332 17.67875 22.11056
H 10.54799 16.76776 20.70095
H 11.75758 16.11409 21.79282
H 9.39926 14.05214 25.78953
H 7.90834 14.97962 26.02583
H 9.43947 15.79159 26.25264
C 11.44879 9.68896 12.82732
O 10.19209 10.26121 13.15988
C 10.16146 11.00691 14.26564
O 11.09340 11.20530 15.00427
O 8.94780 11.54108 14.37120
C 8.63309 12.10292 15.65262
H 11.26169 8.71830 12.37264
H 12.07787 9.52695 13.70232
H 12.00166 10.31522 12.12753
H 8.61538 11.29356 16.37461
H 7.69297 12.63986 15.58710
H 9.37397 12.85788 15.92356
C 11.58914 14.33284 15.75752
O 12.45229 15.42023 16.05849
C 12.58665 16.34954 15.11328
O 11.92696 16.44463 14.11648
O 13.55080 17.18929 15.49039
C 13.94030 18.16207 14.52523
H 10.70826 14.64021 15.19592
H 11.22940 13.90198 16.69540
H 12.15531 13.54691 15.26111
H 13.78237 17.80047 13.50904
H 15.01648 18.29108 14.62075
H 13.38730 19.08244 14.68561
C 9.12747 8.38886 16.04163
O 8.43983 7.67696 17.05504
C 7.36961 8.29400 17.54482
O 6.94330 9.35725 17.16995
O 6.83097 7.53318 18.48115
C 5.67492 8.06133 19.11143
H 9.58601 9.28482 16.46033
H 8.49988 8.64116 15.18479
H 9.90022 7.72597 15.65860
H 4.80394 7.95768 18.45682
H 5.77844 9.11937 19.33936
H 5.48436 7.47894 20.00614